No. 1
9
Properties=species:S:1:pos:R:3:lowdin_charge:R:1 method="wB97M-V/def2-TZVPD" e_homo_ev=-9.4 homo_lumo_gap_ev=8.83 smiles="C=[PH]=NC=O"
C -1.783 -0.561 0.144 -0.2495
P -0.592 0.388 -0.441 0.8772
N 0.633 0.727 0.557 -0.2229
C 1.847 0.246 0.348 -0.5509
O 2.102 -0.490 -0.579 -0.0547
H -2.698 -0.712 -0.354 -0.0207
H -1.423 -1.415 0.786 0.0521
H -0.632 1.330 -1.645 0.0501
H 2.546 0.487 1.185 0.1193

---

No. 2
10
Properties=species:S:1:pos:R:3:lowdin_charge:R:1 method="wB97M-V/def2-TZVPD" e_homo_ev=-2.4 homo_lumo_gap_ev=5.99 charge=-1
C -0.245 -1.352 1.667 -0.3721
C -0.404 -0.891 -0.759 -0.1995
N -0.543 -1.481 0.518 0.0227
O -0.104 -1.418 2.822 0.1034
S 0.559 2.797 0.128 -0.0707
S 1.830 1.285 -0.290 -0.2890
H -1.281 -0.072 -0.744 0.1145
H 0.624 -0.492 -0.758 -0.0921
H -0.721 -1.668 -1.516 0.0711
H 0.284 3.292 -1.068 -0.2883

---

No. 3
10
Properties=species:S:1:pos:R:3:lowdin_charge:R:1 method="wB97M-V/def2-TZVPD" e_homo_ev=-3.3 homo_lumo_gap_ev=6.72 charge=-1
C -2.609 0.421 -0.265 -1.1038
C 0.520 -0.601 0.194 -0.2888
N -0.232 2.355 0.356 -0.5623
O -2.500 1.190 -1.193 -0.1287
S -3.582 -0.661 0.450 0.4774
S -0.650 0.931 0.855 0.6512
H 1.411 -0.258 -0.251 -0.0235
H -0.136 -1.313 -0.358 0.0067
H 0.760 -1.038 1.214 0.0026
H -0.613 2.671 -0.603 -0.0309